Arrangement w

The following is a quantum chemistry calculation of a 2-piece molecular cluster, C2HNO2 overall, from the Open Molecules 2025 dataset.

The calculation puts the LUMO energy at -0.6887 eV.

```
! RIJCOSX wB97M-V def2-TZVPD def2/J DEFGRID3
* xyz 0 1
C 0.806 -0.787 -0.019
C -0.232 0.186 0.063
N 1.574 -1.633 0.013
O -0.192 1.356 0.759
O -0.169 1.347 -0.650
H -1.788 -0.470 -0.166
*
```

Arrangement x

The following is a quantum chemistry calculation of one molecule with the formula C2HNO2, from the Open Molecules 2025 dataset.

The calculation puts the LUMO energy at -0.2579 eV. As for the SMILES: C#C[N+](=O)[O-].

```
! RIJCOSX wB97M-V def2-TZVPD def2/J DEFGRID3
* xyz 0 1
C 0.157 0.092 -0.092
C 1.344 0.054 -0.214
N 3.148 0.014 -0.060
O 3.574 -1.084 -0.040
O 3.620 1.088 -0.010
H -0.896 0.122 -0.067
*
```

Of them, the most stable is arrangement x and the least stable is arrangement w.

Arrangement w

The following is a quantum chemistry calculation of a 4-piece molecular cluster, C4H17NO3 overall, from the Open Molecules 2025 dataset.

The calculation puts the LUMO energy at 0.5370 eV. As for the SMILES: CCCCN.O.O.O.

```
! RIJCOSX wB97M-V def2-TZVPD def2/J DEFGRID3
* xyz 0 1
C 0.500 -0.205 1.735
C -0.715 0.530 1.185
C -1.477 -0.148 0.049
C -0.615 -0.523 -1.152
N -0.159 0.647 -1.909
H 1.308 -0.318 1.012
H 0.294 -1.243 2.009
H 0.905 0.327 2.574
H -1.362 0.612 2.056
H -0.362 1.543 0.948
H -1.950 -1.016 0.512
H -2.294 0.484 -0.308
H -1.277 -1.132 -1.770
H 0.265 -1.122 -0.945
H -0.870 1.000 -2.544
H -0.074 1.447 -1.289
O 2.408 -2.817 -1.092
H 2.551 -1.872 -1.211
H 3.039 -3.159 -0.459
O 3.052 0.159 -2.091
H 2.098 0.314 -1.959
H 3.365 0.609 -1.291
O -3.010 2.227 2.288
H -3.463 1.521 1.808
H -2.156 2.135 1.841
*
```

Arrangement x

The following is a quantum chemistry calculation of a 4-piece molecular cluster, C4H17NO3 overall, from the Open Molecules 2025 dataset.

The calculation puts the LUMO energy at 0.6493 eV. As for the SMILES: CCCNC.O.O.O.

```
! RIJCOSX wB97M-V def2-TZVPD def2/J DEFGRID3
* xyz 0 1
C -1.256 -2.100 2.786
C -0.011 -1.080 2.846
C -0.189 0.453 2.808
N 0.749 1.001 1.858
C 0.449 2.475 1.792
H -1.300 -2.406 1.719
H -1.081 -2.842 3.586
H -2.097 -1.516 3.010
H 0.382 -1.213 3.854
H 0.752 -1.374 2.127
H -1.218 0.622 2.363
H -0.101 0.796 3.842
H 1.697 0.930 2.271
H -0.640 2.640 1.358
H 0.473 3.007 2.698
H 1.054 2.995 1.004
O -0.559 0.256 -1.529
H -0.256 0.788 -2.394
H 0.094 0.413 -0.802
O -1.807 2.654 -6.496
H -1.796 3.627 -6.234
H -0.862 2.748 -6.882
O 2.839 -4.398 -5.182
H 2.301 -4.426 -4.470
H 2.381 -4.052 -5.930
*
```

Of them, the most stable is arrangement w and the least stable is arrangement x.

Arrangement w

The following is a quantum chemistry calculation of C23H21F6N2O3P2V as an isolated structure, from the Open Molecules 2025 dataset.

The calculation puts the LUMO energy (alpha / beta) at -7.3309 / -7.3397 eV.

```
! RIJCOSX wB97M-V def2-TZVPD def2/J DEFGRID3
* xyz 2 1
V -2.000 1.268 -1.155
C -1.314 4.506 1.078
C -1.238 3.105 0.591
N -2.291 2.350 0.462
O -3.431 2.911 0.945
C 0.041 2.436 0.256
C 1.355 2.993 0.672
N -0.151 1.326 -0.370
O 0.977 0.527 -0.539
H -2.108 5.025 0.540
H -0.374 5.031 0.939
H -1.587 4.525 2.136
H -4.178 2.452 0.529
H 1.266 3.547 1.605
H 1.709 3.685 -0.098
H 2.100 2.210 0.771
C -0.882 -0.907 4.232
C 0.071 0.040 3.866
C 0.606 0.022 2.592
C 0.174 -0.942 1.673
C -0.771 -1.900 2.047
C -1.297 -1.877 3.330
P 0.920 -0.997 0.070
C 2.639 -1.394 0.089
C 3.390 -1.248 -1.084
C 4.733 -1.571 -1.068
C 5.322 -2.044 0.102
C 4.573 -2.194 1.261
C 3.226 -1.867 1.263
C 0.032 -2.173 -0.955
C 0.652 -3.376 -1.250
C -0.059 -4.373 -1.923
C -1.378 -4.179 -2.293
C -2.011 -2.976 -2.004
C -1.312 -1.978 -1.337
H -1.292 -0.895 5.233
H 0.405 0.778 4.583
H 1.378 0.733 2.324
H -1.093 -2.663 1.351
H -2.025 -2.619 3.625
H 2.932 -0.883 -1.996
H 5.325 -1.457 -1.966
H 6.373 -2.299 0.105
H 5.036 -2.565 2.165
H 2.643 -1.988 2.167
H 1.678 -3.560 -0.962
H 0.437 -5.306 -2.156
H -1.916 -4.958 -2.816
H -3.034 -2.798 -2.310
O -3.028 -0.299 -1.469
C -1.883 -0.670 -1.141
F -1.339 2.631 -2.382
P -2.854 2.847 -3.546
F -1.869 3.314 -4.640
F -2.968 4.264 -2.899
F -4.185 2.870 -4.311
F -3.585 2.255 -2.095
F -2.540 1.303 -3.840
*
```

Arrangement x

The following is a quantum chemistry calculation of C23H21F6N2O3P2V as an isolated structure, from the Open Molecules 2025 dataset.

The calculation puts the LUMO energy (alpha / beta) at -7.3498 / -7.3564 eV.

```
! RIJCOSX wB97M-V def2-TZVPD def2/J DEFGRID3
* xyz 2 1
V 0.536 -2.070 -1.497
C 2.951 -3.602 1.228
C 2.083 -2.619 0.535
N 2.295 -2.253 -0.700
O 3.470 -2.709 -1.214
C 0.939 -1.944 1.186
C 0.759 -1.926 2.661
N 0.196 -1.337 0.324
O -0.760 -0.472 0.857
H 3.089 -4.470 0.580
H 2.519 -3.916 2.173
H 3.940 -3.176 1.406
H 3.365 -2.759 -2.179
H 1.718 -1.995 3.171
H 0.154 -2.786 2.963
H 0.233 -1.030 2.978
C 3.537 2.639 0.360
C 3.095 1.821 1.396
C 1.801 1.333 1.383
C 0.948 1.656 0.320
C 1.393 2.485 -0.710
C 2.690 2.975 -0.685
P -0.731 1.096 0.362
C -1.706 1.855 1.623
C -2.986 1.363 1.902
C -3.745 1.964 2.886
C -3.237 3.056 3.585
C -1.970 3.547 3.307
C -1.195 2.947 2.327
C -1.495 1.357 -1.241
C -2.467 2.339 -1.355
C -3.000 2.642 -2.611
C -2.566 1.988 -3.748
C -1.588 1.002 -3.652
C -1.056 0.692 -2.408
H 4.548 3.024 0.376
H 3.757 1.581 2.216
H 1.449 0.732 2.212
H 0.736 2.754 -1.528
H 3.035 3.622 -1.479
H -3.387 0.514 1.360
H -4.733 1.588 3.113
H -3.839 3.525 4.352
H -1.585 4.396 3.854
H -0.206 3.334 2.114
H -2.814 2.882 -0.487
H -3.765 3.403 -2.683
H -2.991 2.232 -4.712
H -1.254 0.462 -4.528
O 0.323 -1.130 -3.136
C -0.159 -0.418 -2.234
F -0.327 -3.683 -0.840
P -0.388 -4.752 -2.440
F -1.619 -5.469 -1.836
F 0.641 -5.668 -1.702
F -0.297 -5.421 -3.820
F 0.948 -3.693 -2.752
F -1.280 -3.514 -2.931
*
```

Of them, the most stable is arrangement w and the least stable is arrangement x.

Arrangement w

The following is a quantum chemistry calculation of an isolated ion of composition C2H2N3OS and charge -1, from the Open Molecules 2025 dataset.

The calculation puts the LUMO energy at 3.7485 eV.

```
! RIJCOSX wB97M-V def2-TZVPD def2/J DEFGRID3
* xyz -1 1
C -1.026 0.337 2.068
C -0.888 3.488 -1.187
N -1.450 0.146 3.146
N 0.227 -0.106 -0.027
N -0.606 0.643 0.922
O -1.054 3.730 -2.345
S -0.678 2.648 0.082
H 0.542 -1.038 0.531
H 1.074 0.450 -0.234
*
```

Arrangement x

The following is a quantum chemistry calculation of C2H2N3OS as an isolated structure, from the Open Molecules 2025 dataset.

The calculation puts the LUMO energy at 3.6079 eV.

```
! RIJCOSX wB97M-V def2-TZVPD def2/J DEFGRID3
* xyz -1 1
C 2.426 -0.533 -0.148
C 1.209 -0.132 2.100
N 3.362 -1.148 -0.500
N 0.251 0.203 -0.308
N 1.522 0.268 0.257
O 0.273 -0.900 2.064
S 2.018 0.752 3.217
H -0.308 0.998 0.063
H -0.132 -0.634 0.022
*
```

Arrangement y

The following is a quantum chemistry calculation of C2H2N3OS as an isolated structure, from the Open Molecules 2025 dataset.

The calculation puts the LUMO energy (alpha / beta) at 3.2676 / 3.2668 eV.

```
! RIJCOSX wB97M-V def2-TZVPD def2/J DEFGRID3
* xyz -1 1
C -1.897 -1.510 -0.116
C -2.198 0.860 -0.056
N -2.278 -2.592 0.152
N 0.262 -0.593 -0.566
N -1.571 -0.301 -0.391
O -1.615 1.899 0.269
S -3.846 0.573 -0.032
H 0.515 0.434 -0.600
H 0.354 -0.906 -1.451
*
```

Of them, the most stable is arrangement x and the least stable is arrangement w.